Below is a structure of composition C44H40N8O2P2RbS2Se in a non-equilibrium geometry, with properties calculated with ωB97M-V with the def2-TZVPD basis set.

```
100
Properties=species:S:1:pos:R:3:mulliken_spin:R:1
H 4.551 2.856 1.641 0.000
H -6.276 -1.632 -4.048 0.001
H -2.424 4.275 -1.683 0.007
H -4.285 1.111 -1.426 0.007
C 0.002 -3.576 7.148 0.000
H 0.207 -4.637 7.015 0.000
C -0.627 3.100 -1.710 0.005
C -2.985 -0.846 -3.668 -0.002
C 2.545 -0.127 2.058 0.000
N -0.594 -0.740 -3.540 0.001
C 0.834 -2.748 6.181 0.000
C 1.935 0.764 -5.720 0.000
C -4.133 -1.477 -4.230 -0.002
H -0.174 0.439 -5.883 0.000
C -5.452 -0.226 -2.657 -0.006
P 2.702 1.456 -0.232 0.000
C -2.989 -2.185 3.954 0.004
H -6.941 -0.147 2.181 0.005
C -5.014 0.683 1.706 -0.023
H 1.906 -2.899 6.364 0.000
C 1.782 -0.660 -3.311 0.000
N -3.080 0.053 -2.679 -0.006
N 0.450 2.668 -1.074 0.000
H 2.655 -2.357 -0.681 0.000
C -1.556 3.945 -1.132 -0.007
H 6.929 5.234 -0.991 0.000
H -6.285 -2.420 1.346 0.014
H -4.875 -2.846 -5.719 0.000
C -5.383 -1.147 -3.668 0.007
H 0.610 -1.677 6.299 0.000
Se -3.654 2.817 1.783 0.222
H -3.016 -0.607 5.401 0.000
C -1.617 -1.988 -5.322 0.000
C 2.780 -1.725 -1.553 0.000
O -1.812 -2.792 4.447 0.000
C -2.747 -2.584 -5.853 0.000
C 4.145 2.599 -0.452 0.000
H 4.572 -2.461 3.423 0.000
C 5.517 3.919 -1.932 0.000
N -3.377 -0.847 0.714 0.080
C 3.387 0.372 1.070 0.000
N -5.204 1.948 2.088 0.239
C 4.249 -1.658 2.773 0.000
S -0.023 -3.020 2.089 0.000
H 1.541 0.266 2.177 0.000
C 4.513 2.987 -1.738 0.000
H 5.336 0.237 0.193 0.000
H -3.640 -2.985 3.579 -0.010
C -1.350 4.345 0.184 -0.022
H -2.750 -1.520 3.117 0.009
C -3.676 -1.402 5.060 0.002
C 0.576 -0.407 -4.063 0.000
C 4.672 -0.149 0.955 0.000
H -0.067 4.155 1.900 0.009
C 0.626 3.018 0.198 0.005
C -4.313 -1.786 0.789 0.110
H 2.308 -1.502 3.668 0.000
H 1.986 1.309 -6.657 0.000
N -2.839 1.376 1.122 0.211
N 1.765 2.498 0.754 0.000
H 0.226 -3.292 8.175 0.000
C 5.100 -1.156 1.800 0.000
H 1.953 2.654 1.736 0.000
C 2.979 -1.125 2.911 0.000
C 6.159 4.489 -0.842 0.000
O 0.588 -3.127 4.849 0.000
C -3.996 -2.358 -5.317 0.001
H -1.053 -3.409 6.949 0.000
C 3.030 -0.167 -3.794 0.000
H 4.040 0.947 -5.337 0.000
H -3.903 -2.063 5.896 0.000
H -0.731 2.762 -2.732 0.000
C 4.059 -1.310 -1.948 0.001
H -6.396 0.054 -2.211 -0.003
C 0.717 0.271 -5.291 -0.001
H 4.002 2.549 -2.584 0.000
C -5.957 -0.341 1.776 0.187
C 3.087 0.568 -4.989 0.000
H 5.807 4.213 -2.934 0.000
C 5.806 4.102 0.442 0.000
P -0.370 -2.242 3.865 0.001
C -3.707 0.367 1.164 -0.064
H 4.925 -1.637 -1.390 0.000
H -4.017 -2.758 0.412 0.006
H 5.150 -0.154 -3.383 0.000
H -2.643 -3.244 -6.709 0.000
C -4.261 0.360 -2.205 0.001
C -1.674 -1.152 -4.191 0.001
H 6.096 -1.564 1.680 0.000
H 6.317 4.539 1.290 0.000
N 1.688 -1.404 -2.202 0.001
H -2.047 5.015 0.669 0.005
H -0.643 -2.212 -5.736 0.000
Rb -0.620 -0.480 -0.374 -0.003
H -4.595 -0.965 4.679 -0.002
C -0.247 3.879 0.871 -0.002
S -0.196 -0.323 4.361 0.000
C 4.811 3.163 0.637 0.000
C -5.586 -1.593 1.307 0.010
C 4.180 -0.510 -3.052 -0.001
```

Calculated values
LUMO level (spin up / spin down): 0.135 / 0.135 Ha
Total energy: -168549.1250 eV
Energy relative to the best compared isomer or geometry (same formula, charge and spin): 26.1 kJ/mol
Multiplicity: 2
Charge: -2
Frontier orbital gap (spin up / spin down): 4.313 / 5.310 eV